99
Properties=species:S:1:pos:R:3 method="wB97M-V/def2-TZVPD" e_above_lowest_kj_mol=124.7 gap_ev="4.51 / 4.96" spin_multiplicity=5 total_charge=-2 lumo_ev="2.0 / 2.5"
Fe 0.91 -7.74 21.29
C -2.23 -4.99 23.86
S -1.95 -6.73 24.20
C -1.88 -6.89 25.97
H -1.45 -4.35 24.33
H -3.26 -4.71 24.16
H -2.16 -4.90 22.76
H -2.89 -6.76 26.39
H -1.15 -6.22 26.44
H -1.56 -7.93 26.15
F 1.39 -11.89 23.10
Te 1.56 -10.09 23.63
F 0.30 -10.60 24.92
F 1.15 -8.33 24.32
F 3.19 -9.93 24.61
F 2.72 -9.95 22.10
O 0.31 -9.38 22.27
N 2.92 -6.28 24.52
C 3.49 -6.89 23.42
O 2.87 -7.30 22.43
C 4.98 -7.02 23.53
C 5.68 -8.03 22.84
N 6.28 -8.87 22.30
C 5.58 -6.17 24.47
N 5.99 -5.45 25.29
H 3.53 -6.23 25.34
H 2.01 -6.72 24.66
S -3.60 -8.10 20.45
C -2.13 -7.57 20.78
N -1.08 -7.09 21.03
C -2.30 0.93 16.93
C -1.69 -0.21 17.70
C -1.49 -0.19 19.07
C -0.99 -1.26 19.81
C -0.97 -1.16 21.30
C -0.59 -2.42 19.13
Te 0.26 -4.11 20.36
N 1.58 -5.81 20.81
C 2.88 -5.73 20.31
O 3.90 -5.38 20.92
C 3.04 -6.02 18.85
C 4.32 -6.06 18.28
C 4.44 -6.40 16.95
C 3.35 -6.65 16.15
C 2.08 -6.65 16.72
C 1.92 -6.27 18.05
C 1.96 -2.80 20.90
C 2.86 -2.31 19.91
C 2.65 -2.48 18.42
C 3.98 -1.59 20.36
C 4.25 -1.37 21.73
C 5.43 -0.55 22.19
C 3.37 -1.92 22.65
C 2.21 -2.62 22.28
C 1.34 -3.29 23.33
C -0.74 -2.51 17.73
C -0.41 -3.76 16.93
C -1.29 -1.40 17.04
H -2.71 1.67 17.65
H -3.15 0.58 16.28
H -1.57 1.44 16.26
H -1.76 0.70 19.61
H -1.59 -0.28 21.57
H 0.04 -1.01 21.72
H -1.42 -2.01 21.83
H 5.16 -5.82 18.92
H 5.45 -6.53 16.54
H 3.54 -6.88 15.12
H 1.25 -7.03 16.15
H 0.93 -6.26 18.45
H 2.27 -3.47 18.10
H 3.59 -2.34 17.86
H 1.89 -1.78 17.98
H 4.70 -1.28 19.61
H 5.90 -0.01 21.36
H 6.21 -1.22 22.64
H 5.18 0.19 22.98
H 3.60 -1.78 23.71
H 1.61 -2.99 24.35
H 1.41 -4.37 23.27
H 0.28 -3.04 23.17
H -0.22 -4.64 17.56
H 0.51 -3.64 16.28
H -1.24 -4.02 16.22
H -1.38 -1.47 15.96
C 2.80 -10.34 18.03
Si 1.22 -10.06 19.03
C -0.49 -9.79 18.29
C 1.05 -11.61 20.01
O 1.48 -8.63 19.69
H 2.86 -11.30 17.48
H 3.57 -10.36 18.83
H 3.04 -9.52 17.35
H -0.97 -10.67 17.85
H -0.42 -9.01 17.51
H -1.15 -9.41 19.09
H 0.85 -12.46 19.30
H 0.18 -11.63 20.70
H 1.93 -11.86 20.61